Record 1
{"formula": "C3H3Cl3S", "method": "ωB97M-V/def2-TZVPD", "e_tot_ha": -1894.75449, "homo_ha": -0.3190, "gap_ev": 8.765, "de_lowest_kj_mol": 206.26, "species": ["C", "C", "C", "S", "Cl", "Cl", "Cl", "H", "H", "H"], "coordinates": [[-0.1923, -0.0436, 0.2519], [0.4587, 1.0461, -0.4271], [-1.3111, 2.2207, -1.1729], [0.6857, 1.2252, 1.2774], [-2.0239, 2.6387, 0.2907], [-0.6614, 3.6503, -2.0096], [-2.2698, 1.1584, -2.1647], [-1.2043, -0.0160, 0.2486], [0.4111, -0.9107, 0.4259], [1.2826, 1.0478, -1.0615]]}

***

Record 2
{"formula": "C3H3Cl9", "method": "ωB97M-V/def2-TZVPD", "e_tot_ha": -4257.65423, "homo_ha": -0.3734, "gap_ev": 10.521, "de_lowest_kj_mol": 449.78, "species": ["C", "Cl", "Cl", "Cl", "H", "C", "Cl", "Cl", "Cl", "H", "C", "Cl", "Cl", "Cl", "H"], "coordinates": [[-2.2979, -20.4604, -4.5136], [-1.5129, -21.8769, -5.1883], [-1.6558, -19.1088, -5.4443], [-1.9162, -20.2626, -2.7952], [-3.3776, -20.5661, -4.6194], [-0.5493, -16.9769, -5.5666], [-0.9717, -15.2594, -5.9149], [-0.6524, -17.2694, -3.8643], [1.1498, -17.2807, -6.0711], [-1.1488, -17.7144, -6.1003], [0.7074, -14.0235, -7.0820], [-0.4316, -12.6702, -7.4651], [2.3886, -13.4984, -7.2869], [0.4451, -15.4270, -8.0353], [0.5583, -14.2553, -6.0273]]}